Record 1
C33H23BrIrN4O5PS as an isolated structure. Source: the OMol25 dataset; level of theory: the ωB97M-V functional and the def2-TZVPD basis.

CARTESIAN COORDINATES (ANGSTROEM)
1 Ir 0.72 -1.07 1.38
2 O 1.09 -4.53 -0.44
3 S 1.62 -3.32 0.06
4 O 0.98 -2.06 -0.51
5 O 1.52 -3.11 1.54
6 C 3.32 -3.12 -0.40
7 C 4.05 -4.21 -0.82
8 C 5.36 -4.01 -1.23
9 C 5.89 -2.73 -1.26
10 C 5.13 -1.63 -0.86
11 C 3.84 -1.82 -0.39
12 P 2.86 -0.40 0.18
13 C 2.48 0.58 -1.28
14 C 2.30 1.96 -1.19
15 C 1.93 2.67 -2.32
16 C 1.73 2.02 -3.53
17 C 1.92 0.65 -3.62
18 C 2.29 -0.08 -2.50
19 C 3.83 0.51 1.42
20 C 3.27 1.65 2.01
21 C 3.99 2.37 2.94
22 C 5.26 1.95 3.32
23 C 5.80 0.79 2.78
24 C 5.08 0.05 1.85
25 H 3.58 -5.19 -0.83
26 H 5.96 -4.85 -1.56
27 H 6.90 -2.58 -1.61
28 H 5.55 -0.64 -0.94
29 H 2.48 2.48 -0.26
30 H 1.82 3.75 -2.26
31 H 1.44 2.58 -4.40
32 H 1.78 0.14 -4.56
33 H 2.44 -1.15 -2.58
34 H 2.27 1.96 1.75
35 H 3.56 3.26 3.39
36 H 5.82 2.51 4.05
37 H 6.77 0.45 3.09
38 H 5.50 -0.87 1.47
39 Br -9.61 -1.03 2.24
40 C -8.40 -0.12 1.13
41 C -8.60 -0.12 -0.25
42 C -7.71 0.54 -1.07
43 C -6.59 1.17 -0.52
44 C -6.42 1.20 0.88
45 C -7.32 0.56 1.70
46 N -5.72 1.80 -1.37
47 N -4.61 2.25 -1.21
48 C -3.44 1.89 -0.66
49 C -2.53 2.94 -0.39
50 C -1.31 2.72 0.18
51 C -0.89 1.41 0.50
52 O 0.26 1.15 0.95
53 C -1.81 0.32 0.25
54 N -1.40 -0.91 0.61
55 C -2.12 -1.97 0.33
56 C -3.30 -1.87 -0.40
57 C -3.76 -0.63 -0.77
58 C -3.04 0.52 -0.39
59 H -9.46 -0.63 -0.67
60 H -7.86 0.56 -2.14
61 H -5.59 1.75 1.31
62 H -7.20 0.59 2.77
63 H -2.86 3.95 -0.61
64 H -0.64 3.54 0.40
65 H -1.76 -2.93 0.68
66 H -3.84 -2.77 -0.67
67 H -4.65 -0.54 -1.37
68 O -0.32 0.25 3.59
69 N 0.37 -0.51 3.08

ΔE to the lowest compared entry with this formula, charge and spin	0.2213	eV
HOMO (spin up / spin down)	-12.86 / -13.92	eV
charge	+2
gap between HOMO and LUMO (spin up / spin down)	6.05 / 5.48	eV
multiplicity	5

Mulliken atomic charge list, values in e, 2 entries: 1.950, -0.641

Record 2
C7H17BaF3N3O12S as an isolated structure. Source: the OMol25 dataset; level of theory: the ωB97M-V functional and the def2-TZVPD basis.

CARTESIAN COORDINATES (ANGSTROEM)
1 Ba -0.12 -0.10 0.09
2 N 2.82 1.32 1.91
3 O 2.45 2.43 2.30
4 O 1.96 0.38 1.73
5 O 4.03 1.08 1.66
6 N 0.94 3.63 -0.91
7 O 1.31 4.51 -0.12
8 O 0.42 2.56 -0.47
9 O 1.07 3.79 -2.15
10 C -2.96 1.27 4.05
11 F -3.60 1.76 2.99
12 F -3.20 2.03 5.13
13 F -3.45 0.05 4.31
14 S -1.12 1.22 3.75
15 O -1.02 0.49 2.46
16 O -0.80 2.62 3.65
17 O -0.49 0.50 4.84
18 C 2.17 -4.01 -1.88
19 C 1.85 -2.67 -1.23
20 C 2.39 -1.44 -2.00
21 O 2.10 -0.24 -1.35
22 C 2.73 0.87 -2.01
23 N 0.39 -2.55 -1.14
24 H 1.93 -4.83 -1.19
25 H 3.24 -4.08 -2.12
26 H 1.61 -4.29 -2.77
27 H 2.17 -2.58 -0.18
28 H 2.05 -1.53 -3.05
29 H 3.47 -1.62 -2.11
30 H 2.73 1.75 -1.38
31 H 2.11 1.09 -2.88
32 H 3.72 0.67 -2.42
33 H 0.18 -3.40 -0.62
34 H 0.00 -2.73 -2.06
35 C -3.59 -0.48 -0.73
36 C -3.48 0.91 -0.09
37 O -2.40 1.61 -0.66
38 O -2.59 -1.41 -0.27
39 H -3.50 -0.35 -1.81
40 H -4.58 -0.92 -0.54
41 H -3.48 0.77 1.00
42 H -4.44 1.39 -0.31
43 H -2.51 2.54 -0.41
44 H -2.51 -2.02 -1.01

HOMO	-4.89	eV
charge	-1
gap between HOMO and LUMO	5.87	eV

Mulliken atomic charge list, values in e, 2 entries: 1.878, 0.842

Record 3
A 2-piece molecular cluster, C3H7NO4 overall. Source: the OMol25 dataset; level of theory: the ωB97M-V functional and the def2-TZVPD basis.

CARTESIAN COORDINATES (ANGSTROEM)
1 O 2.37 1.22 2.20
2 C 1.34 0.78 1.77
3 C 1.09 0.68 0.29
4 N -0.02 -0.17 -0.09
5 C -1.32 0.24 0.09
6 O -1.40 1.29 0.95
7 O -2.27 -0.27 -0.44
8 H 0.56 0.46 2.48
9 H 0.92 1.70 -0.03
10 H 2.02 0.31 -0.14
11 H 0.07 -0.60 -1.01
12 H -2.19 1.24 1.50
13 H -0.47 -2.22 -3.31
14 H -0.65 -2.54 -1.81
15 O -0.06 -2.11 -2.44

SMILES	O=CCNC(=O)O.O
ΔE to the lowest compared entry with this formula, charge and spin	1.1597	eV
HOMO	-9.83	eV
charge	0
gap between HOMO and LUMO	10.34	eV

Mulliken atomic charge list, values in e, 2 entries: -0.467, -0.032